a) This record from the OMol25 dataset describes a cluster of 2 separate species, C7H14N2 in total. The level of theory is wB97M-V/def2-TZVPD.

Each line ends with the natural charge from an NBO analysis.
Positions of all 23 atoms, in Å:
N (-1.848, 0.470, -2.249)  -0.450
N (-1.887, -0.582, -0.183)  -0.557
C (0.783, -2.113, 1.385)  -0.600
C (-1.332, 1.457, -1.147)  0.083
C (-1.335, 0.643, 0.009)  -0.094
C (-0.750, 2.696, -1.668)  -0.638
C (1.779, -1.111, 0.589)  -0.408
C (2.212, 0.123, 1.350)  -0.618
C (-2.077, -0.720, -1.633)  0.153
H (2.706, -1.747, 0.285)  0.193
H (1.302, -1.032, -0.450)  0.214
H (-0.153, -1.607, 1.163)  0.198
H (0.097, 2.859, -0.929)  0.223
H (3.140, 0.197, 1.864)  0.221
H (-0.443, 2.498, -2.626)  0.239
H (-2.519, -1.494, -2.098)  0.192
H (2.068, 0.940, 0.664)  0.215
H (-1.092, 1.133, 0.969)  0.221
H (-2.241, -1.147, 0.497)  0.410
H (-1.598, 3.575, -1.558)  0.220
H (0.759, -3.077, 1.100)  0.200
H (1.119, -2.202, 2.528)  0.194
H (1.309, 0.241, 2.138)  0.188

Properties
SMILES: Cc1c[nH]cn1.CCC

b) This record from the OMol25 dataset describes a cluster of 2 separate species, C7H14N2 in total. The level of theory is wB97M-V/def2-TZVPD.

Each line ends with the natural charge from an NBO analysis.
Positions of all 23 atoms, in Å:
N (1.995, 1.319, 1.816)  -0.526
N (0.824, -0.521, 2.065)  -0.460
C (2.549, 0.379, 0.982)  -0.123
C (1.795, -0.773, 1.131)  0.093
C (-1.629, 0.472, -0.852)  -0.404
C (0.949, 0.713, 2.442)  0.162
C (1.851, -2.059, 0.384)  -0.639
C (-1.569, -0.775, -1.760)  -0.602
C (-2.625, 1.516, -1.343)  -0.611
H (-0.617, -1.265, -1.584)  0.205
H (-0.616, 0.841, -0.703)  0.199
H (-2.502, 2.499, -0.878)  0.206
H (0.417, 1.144, 3.273)  0.197
H (2.529, 2.153, 2.007)  0.418
H (-2.401, -1.471, -1.645)  0.202
H (-1.966, 0.029, 0.090)  0.206
H (3.390, 0.586, 0.342)  0.212
H (1.389, -1.900, -0.592)  0.216
H (2.851, -2.452, 0.221)  0.219
H (-1.689, -0.515, -2.823)  0.193
H (1.246, -2.813, 0.876)  0.233
H (-3.630, 1.226, -1.030)  0.205
H (-2.540, 1.667, -2.418)  0.200

Properties
SMILES: Cc1c[nH]cn1.CCC

Relative energy of each structure, in hartree: a) 0.1061; b) 0.0000.

a) This record from the OMol25 dataset describes an isolated molecule of C3H5NO2S. The level of theory is wB97M-V/def2-TZVPD.

Each line ends with the natural charge from an NBO analysis.
Positions of all 12 atoms, in Å:
S (2.356, -0.232, -0.074)  0.221
O (-1.818, -1.499, 0.055)  -0.567
O (-2.544, 0.598, -0.059)  -0.701
N (0.761, -0.608, 0.117)  -0.501
C (-1.514, -0.312, -0.044)  0.741
C (0.214, 1.763, 0.056)  -0.708
C (-0.100, 0.289, 0.024)  0.129
H (-3.402, 0.030, -0.270)  0.509
H (1.211, 1.951, -0.550)  0.240
H (-0.750, 2.341, -0.237)  0.262
H (0.531, 1.928, 1.152)  0.248
H (2.686, -1.513, 0.090)  0.126

Properties
SMILES: C/C(=N\S)C(=O)O

b) This record from the OMol25 dataset describes a structure of composition C3H5NO2S. The level of theory is wB97M-V/def2-TZVPD.

Each line ends with the natural charge from an NBO analysis.
Positions of all 12 atoms, in Å:
S (-0.406, 0.310, 2.451)  -0.077
O (-1.569, 0.716, -0.549)  -0.697
O (0.068, 2.296, -1.290)  -0.599
N (0.360, -1.094, 0.224)  -0.637
C (-0.289, 1.145, -0.901)  0.786
C (0.784, 0.042, -0.558)  -0.319
C (-0.046, -0.988, 1.508)  -0.078
H (1.580, 0.707, -0.274)  0.254
H (0.769, -0.392, -1.801)  0.229
H (-2.282, 1.496, -0.713)  0.511
H (0.280, -2.148, 2.247)  0.188
H (0.750, -2.090, -0.345)  0.437

c) This record from the OMol25 dataset describes an isolated molecule of C3H5NO2S. The level of theory is wB97M-V/def2-TZVPD.

Each line ends with the natural charge from an NBO analysis.
Positions of all 12 atoms, in Å:
S (-0.450, 2.603, -0.393)  0.204
O (-0.699, -1.224, 1.121)  -0.458
O (1.864, -0.474, 0.130)  -0.573
N (0.840, 1.535, -0.197)  -0.781
C (-0.515, -0.498, -0.081)  -0.080
C (-0.527, -1.929, -0.085)  -0.093
C (0.845, 0.160, -0.052)  0.656
H (-1.373, 0.050, -0.505)  0.210
H (-0.726, 2.708, 0.943)  0.111
H (1.755, 1.972, -0.283)  0.411
H (0.417, -2.448, -0.171)  0.209
H (-1.430, -2.455, -0.428)  0.185

Properties
SMILES: O=C(NS)[C@H]1CO1

d) This record from the OMol25 dataset describes a cluster of 3 separate species, C3H5NO2S in total. The level of theory is wB97M-V/def2-TZVPD.

Each line ends with the natural charge from an NBO analysis.
Positions of all 12 atoms, in Å:
S (0.538, -2.940, -2.031)  1.656
O (0.903, -4.007, -1.202)  -0.824
O (-0.678, -3.036, -2.802)  -0.828
N (1.221, 3.672, 0.911)  -0.303
C (0.612, 3.000, 0.263)  0.078
C (-1.016, -0.028, 1.023)  -0.357
C (0.197, 0.227, 0.640)  -0.433
H (0.077, 2.359, -0.316)  0.221
H (-1.264, 0.199, 2.096)  0.195
H (0.685, 0.821, 1.389)  0.217
H (-1.780, -0.385, 0.424)  0.188
H (0.504, 0.117, -0.396)  0.191

Relative energy of each structure, in hartree: a) 0.0000; b) 0.0754; c) 0.0142; d) 0.0586.

a) This record from the OMol25 dataset describes an isolated molecule of C3H5NO2S. The level of theory is wB97M-V/def2-TZVPD.

Each line ends with the natural charge from an NBO analysis.
Positions of all 12 atoms, in Å:
S (0.287, 1.841, -0.555)  0.173
O (-0.634, 0.388, 1.258)  -0.526
O (-1.423, -0.607, -0.671)  -0.394
N (-0.265, -0.734, -1.606)  -0.130
C (0.652, 0.742, 0.920)  -0.175
C (0.448, 0.429, -1.693)  -0.112
C (-0.939, -0.798, 0.565)  0.186
H (-1.848, -0.981, 1.034)  0.187
H (1.277, 1.218, 1.712)  0.220
H (-0.167, -1.522, 0.787)  0.161
H (1.258, -0.124, 0.510)  0.190
H (1.352, 0.149, -2.261)  0.221

Properties
SMILES: C1=NOCOCS1

b) This record from the OMol25 dataset describes an isolated molecule of C3H5NO2S. The level of theory is wB97M-V/def2-TZVPD.

Each line ends with the natural charge from an NBO analysis.
Positions of all 12 atoms, in Å:
S (-1.058, -0.360, 1.761)  0.127
O (1.834, -1.087, -0.777)  -0.718
O (-0.086, -2.137, -0.584)  -0.527
N (0.600, 1.280, 0.170)  -0.808
C (-0.095, 0.071, 0.176)  -0.019
C (-1.591, 0.095, 0.207)  -0.537
C (0.521, -1.114, -0.400)  0.754
H (1.549, 1.228, 0.469)  0.376
H (-2.031, 1.027, 0.124)  0.216
H (2.197, -0.379, -1.324)  0.506
H (-2.031, -0.649, -0.518)  0.245
H (0.190, 2.024, 0.695)  0.386

Properties
SMILES: N[C@]1(C(=O)O)CS1

Relative energy of each structure, in hartree: a) 0.1271; b) 0.0000.

a) This record from the OMol25 dataset describes an isolated molecule of C7H10N2O2. The level of theory is wB97M-V/def2-TZVPD.

Each line ends with the natural charge from an NBO analysis.
Positions of all 21 atoms, in Å:
O (-3.199, -0.443, -0.713)  -0.700
O (1.734, 2.221, -0.275)  -0.589
N (3.959, -0.098, -0.976)  -0.303
N (-0.241, 1.472, 0.444)  -0.609
C (2.902, 0.026, -0.513)  0.310
C (-2.090, 0.425, -0.820)  -0.068
C (-1.378, 0.626, 0.503)  -0.246
C (0.886, -1.395, -0.337)  -0.369
C (1.011, 1.297, 0.070)  0.684
C (1.610, -0.073, 0.058)  -0.278
C (1.306, -1.160, 1.090)  -0.375
H (-1.140, -0.347, 0.883)  0.181
H (-0.415, 2.465, 0.608)  0.414
H (-2.943, -1.206, -0.200)  0.461
H (-0.136, -1.429, -0.583)  0.213
H (-2.442, 1.392, -1.129)  0.182
H (-2.195, 0.949, 1.187)  0.221
H (0.514, -1.101, 1.798)  0.227
H (-1.378, 0.095, -1.579)  0.158
H (1.450, -2.065, -0.995)  0.244
H (2.184, -1.650, 1.478)  0.242

Properties
SMILES: N#CC1(C(=O)NCCO)CC1

b) This record from the OMol25 dataset describes an isolated molecule of C7H10N2O2. The level of theory is wB97M-V/def2-TZVPD.

Each line ends with the natural charge from an NBO analysis.
Positions of all 21 atoms, in Å:
O (-2.226, 2.128, 0.453)  -0.544
O (-2.148, -2.192, -0.634)  -0.652
N (-2.169, 0.060, -0.509)  -0.536
N (0.374, -0.919, 1.403)  -0.353
C (-1.623, 1.277, -0.148)  0.679
C (1.363, -0.099, 0.743)  -0.076
C (-0.771, -1.286, 1.057)  0.039
C (-0.204, 1.487, -0.674)  -0.517
C (-1.695, -1.051, -0.115)  0.531
C (0.858, 1.329, 0.432)  -0.396
C (1.917, -0.810, -0.496)  -0.612
H (1.123, -1.019, -1.214)  0.201
H (-1.259, -1.955, 1.772)  0.192
H (2.368, -1.758, -0.207)  0.224
H (1.734, 1.912, 0.136)  0.217
H (-0.154, 2.514, -1.039)  0.243
H (0.469, 1.762, 1.358)  0.227
H (2.169, 0.001, 1.480)  0.202
H (0.002, 0.808, -1.500)  0.213
H (-2.800, -2.003, -1.327)  0.503
H (2.672, -0.186, -0.972)  0.216

Properties
SMILES: C[C@H]1CCC(=O)/N=C(O)\C=N/1

c) This record from the OMol25 dataset describes an isolated molecule of C7H10N2O2. The level of theory is wB97M-V/def2-TZVPD.

Each line ends with the natural charge from an NBO analysis.
Positions of all 21 atoms, in Å:
O (2.767, -1.729, 1.293)  -0.548
O (-2.752, 1.894, -0.235)  -0.704
N (-0.193, -2.577, 1.304)  -0.600
N (0.615, -1.797, 0.431)  -0.311
C (-1.667, 1.054, 0.219)  0.111
C (1.571, -0.127, -0.390)  -0.290
C (-0.929, 0.207, -0.805)  -0.294
C (0.194, -0.889, -0.642)  -0.046
C (-0.250, 1.459, -0.419)  -0.252
C (1.916, -1.318, 0.600)  0.693
C (1.159, 1.297, 0.193)  -0.393
H (2.283, -0.041, -1.187)  0.219
H (1.120, 1.251, 1.348)  0.215
H (-0.894, -2.928, 0.755)  0.344
H (-2.557, 2.224, -1.186)  0.471
H (-0.711, -1.937, 1.908)  0.336
H (-1.421, 0.173, -1.835)  0.222
H (1.765, 2.071, -0.016)  0.222
H (0.167, -1.340, -1.657)  0.196
H (-0.418, 2.310, -0.989)  0.206
H (-1.764, 0.744, 1.308)  0.207

Properties
SMILES: NN1C(=O)[C@@H]2C[C@@H]3[C@@H](O)[C@@H]3[C@@H]21

Relative energy of each structure, in hartree: a) 0.0348; b) 0.0000; c) 0.1203.

a) This record from the OMol25 dataset describes a cluster of 2 separate species, CH10N3 in total. The level of theory is wB97M-V/def2-TZVPD.

Each line ends with the natural charge from an NBO analysis.
Positions of all 14 atoms, in Å:
N (1.841, -0.883, -0.302)  -0.829
N (-2.293, 0.376, -0.976)  -1.078
N (-0.101, -0.060, 0.894)  -0.724
C (1.380, 0.163, 0.624)  -0.077
H (-0.227, -1.053, 1.478)  0.471
H (2.025, -0.441, -1.223)  0.378
H (-2.832, -0.446, -1.112)  0.380
H (2.806, -1.224, -0.031)  0.392
H (1.694, 1.230, 0.353)  0.226
H (-0.273, 0.665, 1.544)  0.418
H (-2.172, 0.517, -1.972)  0.378
H (-0.771, 0.222, 0.160)  0.480
H (1.865, -0.157, 1.471)  0.207
H (-2.942, 1.092, -0.908)  0.377

Properties
Total charge: +1

b) This record from the OMol25 dataset describes a cluster of 2 separate species, CH10N3 in total. The level of theory is wB97M-V/def2-TZVPD.

Each line ends with the natural charge from an NBO analysis.
Positions of all 14 atoms, in Å:
N (-0.348, 1.224, 0.745)  -0.920
N (-0.747, -0.490, -1.047)  -0.877
N (1.229, -1.366, 0.878)  -0.946
C (-0.616, 1.017, -0.733)  -0.082
H (1.345, -0.524, 1.508)  0.465
H (-0.608, -0.535, -2.128)  0.377
H (-1.185, 1.496, 1.301)  0.401
H (2.126, -1.923, 0.652)  0.454
H (0.497, 1.801, 0.988)  0.391
H (-1.723, -0.567, -1.102)  0.377
H (0.797, -0.979, -0.015)  0.490
H (0.510, -2.094, 1.452)  0.479
H (0.216, 1.465, -1.280)  0.195
H (-1.494, 1.475, -1.219)  0.198

Properties
Total charge: +1

Relative energy of each structure, in hartree: a) 0.0000; b) 0.0029.